(1)
Below is C5H13NO2 in the gas phase, with properties calculated with ωB97M-V/def2-TZVPD.

Geometry (Å):
1 C 1.433 1.646 1.330
2 C 1.016 0.183 1.345
3 C 0.295 -0.342 0.021
4 C 1.228 -0.165 -1.178
5 N -0.949 0.405 -0.139
6 O -1.825 0.131 0.969
7 O -1.584 -0.080 -1.431
8 C -2.117 -1.396 -1.377
9 H 1.903 1.909 2.284
10 H 2.166 1.846 0.543
11 H 0.577 2.311 1.186
12 H 0.368 0.000 2.209
13 H 1.904 -0.441 1.491
14 H 0.097 -1.408 0.178
15 H 0.843 -0.695 -2.054
16 H 1.340 0.888 -1.453
17 H 2.223 -0.566 -0.958
18 H -2.114 1.034 1.193
19 H -1.371 -2.114 -1.736
20 H -2.452 -1.701 -0.379
21 H -2.983 -1.444 -2.044

## Properties
* HOMO-LUMO gap: 10.498 eV
* E_LUMO: 0.949 eV
* E_HOMO: -9.549 eV
* relative energy (zero: lowest compared OMol25 entry of this formula, charge and spin): 98.1 kcal per mole
* structure (SMILES): CC[C@H](C)N(O)OC


(2)
Below is 2 unconnected molecules or ions with the total composition C3H2FO3, with properties calculated with ωB97M-V/def2-TZVPD.

Geometry (Å):
1 C 1.718 0.078 -0.942
2 C 2.601 0.516 -1.687
3 C -0.657 -0.889 0.946
4 O 0.281 -1.588 0.601
5 O -1.823 -0.948 0.644
6 O -0.286 0.339 1.573
7 F 3.318 1.130 -2.649
8 H 1.185 -0.754 -0.324
9 H -1.014 0.964 1.790

## Properties
* HOMO-LUMO gap: 8.460 eV
* E_LUMO: 3.681 eV
* E_HOMO: -4.779 eV
* relative energy (zero: lowest compared OMol25 entry of this formula, charge and spin): 78.8 kcal per mole
* charge: -1


(3)
Below is 7 unconnected molecules or ions with the total composition C3H20N6O7, with properties calculated with ωB97M-V/def2-TZVPD.

Geometry (Å):
1 N -3.513 -3.664 3.016
2 C -2.319 -4.191 3.267
3 N -2.512 -5.456 3.397
4 O -1.289 -3.613 3.308
5 H -3.416 -2.733 2.637
6 H -4.220 -4.292 2.660
7 H -1.688 -5.953 3.088
8 H -3.287 -6.097 3.305
9 N 4.186 -4.590 2.198
10 C 5.167 -3.895 1.762
11 N 4.981 -2.633 1.940
12 O 6.237 -4.321 1.419
13 H 3.440 -4.085 2.655
14 H 4.262 -5.560 2.467
15 H 5.731 -2.094 1.532
16 H 4.030 -2.315 2.062
17 N -0.509 7.176 -4.354
18 C -0.747 6.384 -3.350
19 N -1.538 6.893 -2.513
20 O -0.113 5.345 -3.228
21 H -1.117 7.972 -4.223
22 H 0.038 6.916 -5.163
23 H -1.722 6.602 -1.564
24 H -1.885 7.817 -2.727
25 O 4.768 3.270 -4.197
26 H 5.455 3.370 -3.538
27 H 4.027 3.765 -3.848
28 O -0.032 0.389 -0.804
29 H 0.253 1.250 -1.111
30 H 0.703 0.064 -0.284
31 O -5.619 -1.863 -2.343
32 H -4.743 -1.536 -2.551
33 H -6.013 -1.171 -1.811
34 O -2.703 1.071 2.326
35 H -2.205 0.881 1.531
36 H -2.089 0.899 3.040

## Properties
* HOMO-LUMO gap: 9.845 eV
* E_LUMO: 0.184 eV
* E_HOMO: -9.662 eV
* relative energy (zero: lowest compared OMol25 entry of this formula, charge and spin): 90.7 kcal per mole
* structure (SMILES): NC(N)=O.NC(N)=O.NC(N)=O.O.O.O.O


(4)
Below is a molecular structure, C2H8FMgO2V, with properties calculated with ωB97M-V/def2-TZVPD.

Geometry (Å):
1 Mg -5.381 -25.553 -4.679
2 V -2.157 -24.558 -9.194
3 F -3.657 -25.507 -6.697
4 C 2.064 -25.889 -7.150
5 O 0.708 -25.846 -7.384
6 H 2.180 -25.477 -6.148
7 H 2.632 -26.814 -7.246
8 H 2.515 -25.323 -7.965
9 H 0.407 -26.506 -6.754
10 C -5.157 -29.693 -4.709
11 O -6.052 -28.580 -4.917
12 H -5.628 -30.366 -3.993
13 H -5.000 -30.221 -5.649
14 H -4.147 -29.491 -4.350
15 H -6.914 -28.976 -5.064

## Properties
* HOMO-LUMO gap (spin up / spin down): 2.940 / 4.173 eV
* E_LUMO (spin up / spin down): -15.715 / -14.473 eV
* ⟨S²⟩: 3.759
* E_HOMO (spin up / spin down): -18.655 / -18.647 eV
* relative energy (zero: lowest compared OMol25 entry of this formula, charge and spin): 154.2 kcal per mole
* charge: +3
* spin multiplicity: 4


(5)
Below is C7H12 in the gas phase, with properties calculated with ωB97M-V/def2-TZVPD.

Geometry (Å):
1 C -1.981 -0.118 0.697
2 C -1.476 -0.341 -0.711
3 C -0.223 0.123 -1.401
4 C 0.937 0.933 -0.847
5 C 1.228 0.661 0.634
6 C 1.445 -0.811 0.911
7 C -0.389 -1.319 -1.052
8 H -2.331 0.908 0.833
9 H -2.826 -0.789 0.891
10 H -1.223 -0.322 1.452
11 H -2.296 -0.408 -1.415
12 H -0.389 0.329 -2.461
13 H 1.827 0.677 -1.436
14 H 0.749 2.002 -1.002
15 H 2.124 1.227 0.920
16 H 0.409 1.051 1.248
17 H 1.334 -1.078 1.937
18 H 2.389 -1.187 0.510
19 H 0.690 -1.538 0.291

## Properties
* HOMO-LUMO gap: 8.340 eV
* E_LUMO: 0.079 eV
* E_HOMO: -8.261 eV
* relative energy (zero: lowest compared OMol25 entry of this formula, charge and spin): 103.6 kcal per mole


(6)
Below is 2 unconnected molecules or ions with the total composition C3H10S3, with properties calculated with ωB97M-V/def2-TZVPD.

Geometry (Å):
1 C -1.345 0.670 -0.342
2 S 0.181 1.102 -1.336
3 C -0.041 2.978 -1.713
4 H -1.992 0.274 -1.177
5 H -1.686 1.634 0.094
6 H -0.922 0.055 0.447
7 H -1.162 3.227 -1.536
8 H 0.895 3.567 -1.360
9 H 0.170 2.872 -2.773
10 C 0.551 -2.423 2.325
11 S 0.609 -3.531 0.894
12 S 2.096 -2.434 -0.377
13 H 1.394 -1.899 2.681
14 H 0.068 -2.937 3.097
15 H -0.150 -1.656 1.927
16 H 1.335 -1.498 -0.851

## Properties
* HOMO-LUMO gap: 8.668 eV
* E_LUMO: 0.103 eV
* E_HOMO: -8.565 eV
* relative energy (zero: lowest compared OMol25 entry of this formula, charge and spin): 38.3 kcal per mole
* structure (SMILES): CSC.CSS


(7)
Below is 2 unconnected molecules or ions with the total composition CH2OS, with properties calculated with ωB97M-V/def2-TZVPD.

Geometry (Å):
1 C 0.062 0.131 0.299
2 O -1.123 -0.477 0.502
3 S 0.147 -0.946 1.595
4 H 0.732 0.093 -2.668
5 H 0.182 1.199 0.272

## Properties
* HOMO-LUMO gap (spin up / spin down): 8.935 / 8.369 eV
* E_LUMO (spin up / spin down): -0.441 / -0.226 eV
* E_HOMO (spin up / spin down): -9.376 / -8.595 eV
* relative energy (zero: lowest compared OMol25 entry of this formula, charge and spin): 145.1 kcal per mole


(8)
Below is a molecular structure, C2H5O2Tl, with properties calculated with ωB97M-V/def2-TZVPD.

Geometry (Å):
1 C 0.695 0.398 0.659
2 C -0.524 -0.459 0.345
3 O -1.145 -0.001 -0.804
4 Tl -1.730 -0.557 -2.425
5 H 0.362 1.409 0.958
6 H 1.282 -0.039 1.480
7 H -1.205 -0.420 1.219
8 H -0.195 -1.515 0.258
9 O 1.530 0.484 -0.482
10 H 0.929 0.699 -1.208

## Properties
* HOMO-LUMO gap (spin up / spin down): 9.511 / 5.356 eV
* E_LUMO (spin up / spin down): -5.071 / -9.051 eV
* ⟨S²⟩: 0.760
* E_HOMO (spin up / spin down): -14.582 / -14.407 eV
* relative energy (zero: lowest compared OMol25 entry of this formula, charge and spin): 2.3 kcal per mole
* charge: +1
* spin multiplicity: 2